No. 1
The following is a DFT calculation (ωB97M-V/def2-TZVPD) of a structure of composition C14H24F6NiO8S at a distorted geometry.

```
54
Properties=species:S:1:pos:R:3:forces:R:3
Ni -0.18473 0.24786 1.26394 0.667 1.433 0.512
C 0.32748 2.25879 -1.44413 -3.825 -2.593 2.417
O 0.26757 0.96859 -2.08285 1.338 -2.422 -2.653
O 0.00118 1.92367 -0.09195 2.066 1.133 -1.319
C 1.56070 3.12843 -1.90284 -0.103 -1.308 1.513
F 1.45864 4.38218 -1.42776 -0.058 -0.244 -0.620
F 2.75893 2.65319 -1.50751 -0.122 -0.146 0.737
F 1.69198 3.11484 -3.23425 -0.786 0.707 -0.688
C -0.17188 0.63639 -3.48555 -0.398 1.426 1.293
C -1.58775 0.15568 -3.45059 -1.746 0.124 1.275
H -2.04023 -0.29883 -4.33194 0.758 -0.435 -0.256
H -1.70137 -0.47710 -2.57037 -0.055 -0.521 -0.186
H -2.32349 0.93498 -3.25191 0.266 0.580 0.183
H 0.38574 -0.20748 -3.89180 0.837 0.467 0.189
H -0.18445 1.52191 -4.12100 0.826 -0.021 -0.125
H -0.67261 2.58010 -1.73515 0.472 2.087 -0.928
C -2.69134 -1.11792 1.40629 5.000 0.603 -3.201
O -2.33217 0.18198 1.72672 -3.799 2.837 2.789
O -1.34369 -1.46281 1.15547 -0.429 -2.512 -0.035
C -3.44057 -2.02032 2.38559 1.305 -1.638 2.067
F -4.66152 -2.40256 2.13781 -2.184 0.321 -1.914
F -2.81846 -3.25090 2.54053 0.360 1.383 -0.075
F -3.56350 -1.46613 3.60742 0.927 0.413 0.260
C -3.40561 1.12576 1.84085 1.128 2.467 0.173
C -2.73164 2.53751 2.11000 -1.008 -1.929 -0.562
H -2.31662 2.73042 1.12074 0.495 0.714 0.397
H -3.56773 3.19649 2.34409 0.262 0.378 0.011
H -1.97459 2.49423 2.89301 -0.009 0.055 -0.136
H -4.19821 0.94086 2.56589 0.326 -0.713 0.280
H -3.87566 1.31796 0.87638 -0.271 -0.708 -0.330
H -3.08582 -0.96082 0.40239 -1.652 -1.055 0.020
O 0.43136 1.28665 2.95201 0.542 -0.692 0.151
C 1.12410 0.53664 3.94899 -0.778 0.422 -0.569
C 2.35985 1.14996 4.68103 -0.327 2.006 -1.278
O 2.20912 2.47795 5.18515 0.478 -2.417 -0.674
H 1.41171 -0.36944 3.41568 0.624 -0.626 0.741
H 0.49168 0.29528 4.80332 -0.731 -0.388 -0.015
H 3.18565 1.10975 3.97072 0.328 1.114 -0.898
H 2.93982 0.51227 5.34818 -0.788 -0.377 1.144
C 2.70413 -1.87076 -2.86119 3.328 0.189 -0.282
C 1.62677 -2.91582 -2.68519 -0.776 0.708 -1.407
C 0.77099 -2.39148 -1.55184 0.877 -0.418 1.696
S 2.07127 -1.99902 -0.32401 -1.567 -1.005 3.226
O 2.34320 -3.22168 0.50191 0.027 2.394 -1.895
O 1.61732 -0.78152 0.40753 1.503 -1.720 -1.158
C 3.42432 -1.67710 -1.50650 -1.082 0.870 0.987
H 2.60267 -0.89144 -3.32888 -1.430 0.001 0.356
H 3.56865 -2.19053 -3.44295 -0.263 -0.830 -0.636
H 2.13303 -3.87195 -2.55250 -0.224 -0.053 0.843
H 1.04480 -3.09590 -3.58906 -0.115 0.364 -0.156
H 0.09100 -3.07345 -1.04133 0.179 -0.161 -0.049
H 0.26399 -1.42758 -1.59586 0.079 0.074 -0.947
H 4.27047 -2.31201 -1.24379 -0.341 -0.373 -0.268
H 3.73534 -0.64590 -1.33917 -0.135 0.032 0.000
```
Forces are in eV/Å.

Its charge is -1. The expectation value of S² is 3.76. The calculation puts the orbital gap (alpha / beta) at 7.07 / 6.73 eV. The multiplicity is 4. For the HOMO energy (alpha / beta), the calculation gives -4.80 / -4.66 eV. The calculation puts the total energy at -99464.410 eV.

Results of the Mulliken charge analysis, in e, for atoms 1 through 2: Ni 2.24; C -0.41

---

No. 2
The following is a DFT calculation (ωB97M-V/def2-TZVPD) of a structure of composition C14H24F8O6SSi2.

```
55
Properties=species:S:1:pos:R:3:forces:R:3
C -4.32518 1.02723 0.50321 -0.073 -0.012 -0.037
C -3.40870 -0.21205 0.48960 -0.103 0.225 0.035
Si -1.60273 0.24302 0.51634 -0.160 -0.060 -0.006
C -1.19965 1.30586 -0.96597 0.037 0.058 -0.064
C 0.17018 1.99576 -1.04981 0.025 0.080 -0.093
C 1.33969 1.04333 -1.32068 0.109 0.046 0.078
C 1.47291 0.63690 -2.78944 -0.168 -0.076 -0.193
O 2.49412 1.38805 -3.45876 0.039 -0.052 0.061
C 2.28183 2.73018 -3.62191 -0.670 -0.539 -0.005
C 1.13659 3.10370 -4.52232 -0.078 0.031 -0.142
O 3.00897 3.51370 -3.10795 0.623 0.625 0.204
C -0.58121 -1.33435 0.58610 -0.239 -0.089 -0.127
C -0.63927 -2.05703 -0.77072 0.012 -0.034 -0.013
C -0.18599 -3.52303 -0.68244 -0.121 -0.063 -0.027
S 0.76036 -4.04339 -2.08878 -0.025 0.310 0.213
O 1.21711 -5.37588 -1.88092 -0.082 -0.109 -0.139
O 0.05599 -3.66428 -3.27223 0.115 -0.159 -0.035
O 2.04542 -3.08325 -1.99174 0.026 0.123 -0.127
O -1.38646 1.14403 1.92452 0.506 -0.109 -0.158
Si -0.05784 1.39276 2.80684 -0.203 -0.097 0.018
F 1.26888 1.06091 1.97568 -0.027 0.090 0.019
C -0.10819 0.13066 4.26733 0.253 0.047 -0.036
F -0.93426 0.70181 5.19188 -0.156 0.169 0.206
F -0.66713 -1.06444 3.94550 -0.098 -0.188 -0.159
C 1.21831 -0.13580 5.01053 -0.010 -0.107 -0.258
F 0.95769 -0.71255 6.18565 -0.034 -0.140 0.251
F 1.76703 1.07259 5.24192 0.147 0.274 0.081
C 2.27832 -1.02114 4.24817 0.039 -0.108 -0.222
F 2.61489 -2.08133 4.98315 -0.006 0.296 -0.212
F 1.77793 -1.47075 3.07940 0.163 0.098 0.286
F 3.37546 -0.30967 3.97524 -0.304 -0.268 0.114
H -3.95063 1.80763 1.17161 -0.021 -0.078 -0.010
H -5.33388 0.77305 0.83660 0.065 0.007 -0.054
H -4.41528 1.46345 -0.49500 0.046 -0.015 0.079
H -3.61160 -0.83095 1.37083 0.051 -0.018 -0.069
H -3.62910 -0.82385 -0.39180 0.001 -0.043 0.104
H -1.98985 2.06597 -1.01618 0.032 -0.080 -0.022
H -1.34773 0.66346 -1.84713 -0.032 0.091 0.012
H 0.13392 2.73852 -1.85766 0.052 -0.024 0.121
H 0.36992 2.57310 -0.14148 -0.056 -0.086 -0.007
H 2.27710 1.52201 -1.02191 -0.038 -0.075 -0.067
H 1.25194 0.14752 -0.69959 -0.041 0.080 0.004
H 0.51781 0.76463 -3.31733 0.069 -0.123 0.094
H 1.77227 -0.40499 -2.91053 0.035 0.093 0.017
H 0.86471 4.14463 -4.35639 0.027 -0.082 -0.019
H 1.47698 2.98337 -5.55398 -0.043 0.010 0.038
H 0.26776 2.45851 -4.38491 0.083 0.087 -0.042
H 0.46030 -1.16832 0.87212 -0.036 0.012 0.091
H -1.03631 -1.96523 1.36052 0.103 0.032 -0.016
H -0.02252 -1.52407 -1.50123 -0.033 -0.013 0.061
H -1.64809 -2.03299 -1.19314 0.069 -0.033 0.051
H 0.41920 -3.73860 0.20220 -0.038 0.039 -0.048
H -1.03458 -4.21323 -0.68811 0.100 0.045 0.122
H 2.04920 -2.55586 -1.18275 0.054 -0.092 0.047
H 0.01340 2.75072 3.33788 0.015 0.006 -0.001
```
Forces are in eV/Å.

The energy relative to the best compared isomer or geometry (same formula, charge and spin) is 0.00 kcal/mol. The calculation puts the orbital gap at 10.76 eV. For the HOMO energy, the calculation gives -10.49 eV. The calculation puts the total energy at -75527.925 eV.

Results of the Mulliken charge analysis, in e, for atoms 1 through 2: C -1.37; C -0.45

---

No. 3
The following is a DFT calculation (ωB97M-V/def2-TZVPD) of a structure of composition C14H24GeO7S2SeW.

```
50
Properties=species:S:1:pos:R:3:forces:R:3
W -0.35537 0.65143 -0.69428 0.539 0.125 0.439
O -2.60846 -2.32655 -1.97661 0.001 -0.046 0.038
S -1.41087 -1.62472 -1.74290 -0.017 -0.013 0.011
O -1.25835 -0.26786 -2.38175 -0.086 -0.061 -0.036
O -1.22083 -1.16680 -0.28385 -0.133 -0.135 -0.025
C -0.01744 -2.53041 -2.33311 0.081 0.069 -0.001
C -0.30334 -3.79221 -2.81012 0.022 -0.021 -0.018
C 0.68118 -4.52913 -3.47531 -0.028 -0.008 0.009
C 1.92916 -3.98909 -3.68095 0.018 0.032 0.006
C 2.23444 -2.71382 -3.19357 -0.006 -0.045 -0.018
C 1.27819 -1.98126 -2.52362 -0.094 -0.011 0.019
S 1.87528 -0.50141 -1.76170 0.076 -0.033 -0.064
O 3.26236 -0.36590 -1.95567 0.010 -0.002 -0.043
O 1.05644 0.72704 -2.18249 0.116 0.127 -0.224
O 1.36751 -0.60492 -0.34764 -0.151 0.027 0.034
H -1.29958 -4.19516 -2.68984 0.000 -0.005 -0.003
H 0.44637 -5.51914 -3.84086 -0.013 0.000 0.007
H 2.68690 -4.54966 -4.21062 0.010 0.012 0.000
H 3.22671 -2.30328 -3.32028 0.003 -0.006 -0.001
C -3.53576 1.27592 -1.46839 0.033 -0.007 0.015
O -2.32513 1.47854 -0.62561 -0.256 0.127 0.054
C -1.29579 2.27806 -1.07556 0.167 0.021 -0.050
C -1.54756 3.62701 -1.58725 -0.016 -0.023 0.003
H -3.24895 1.24707 -2.51454 -0.012 -0.001 -0.001
H -4.19890 2.10363 -1.23756 -0.005 -0.002 -0.005
H -3.96045 0.33068 -1.14825 0.003 0.001 0.006
H -2.14016 4.20787 -0.87509 0.002 -0.001 0.004
H -2.13553 3.54906 -2.50914 0.002 -0.007 -0.005
H -0.61770 4.13803 -1.82042 0.006 -0.004 0.000
C 1.10926 -1.77366 2.65367 0.014 0.003 -0.005
Ge 0.66276 -0.06783 3.45854 -0.016 0.044 0.002
C -0.90436 -0.10799 4.59951 -0.003 -0.024 -0.001
C 2.16837 0.91967 4.17839 0.001 0.011 -0.015
C 0.00038 1.13509 1.91175 -0.106 0.124 -0.082
Se 1.36253 1.95830 0.78722 -0.235 -0.050 -0.028
C 0.81120 3.81453 0.97048 0.034 -0.005 0.009
H 1.31293 -2.49847 3.44195 -0.002 0.010 0.012
H 1.99482 -1.69394 2.02565 0.001 -0.009 -0.002
H 0.27906 -2.14989 2.05520 0.002 -0.008 0.002
H -0.70172 -0.72582 5.47448 0.008 -0.003 -0.002
H -1.75949 -0.53897 4.07844 -0.003 0.002 0.006
H -1.16428 0.89131 4.94743 0.001 0.002 -0.003
H 2.51240 0.44522 5.09738 -0.010 -0.015 -0.001
H 1.88344 1.94360 4.42276 0.009 0.001 0.007
H 3.00278 0.93338 3.47725 0.006 0.008 0.007
H -0.60778 1.95809 2.28667 -0.004 -0.010 0.010
H -0.72876 0.46607 1.37581 0.019 -0.174 -0.058
H 1.19191 4.16586 1.92670 0.003 -0.003 -0.003
H -0.27027 3.89718 0.93256 0.002 -0.011 -0.002
H 1.28045 4.37528 0.16511 0.006 -0.005 -0.001
```
Forces are in eV/Å.

The energy relative to the best compared isomer or geometry (same formula, charge and spin) is 0.00 kcal/mol. Its charge is +2. The calculation puts the orbital gap at 8.52 eV. For the HOMO energy, the calculation gives -15.90 eV. The calculation puts the total energy at -174580.671 eV.

Results of the Mulliken charge analysis, in e, for atoms 1 through 2: W 1.43; O -0.59

---

No. 4
The following is a DFT calculation (ωB97M-V/def2-TZVPD) of the molecule C14H24N2.

```
40
Properties=species:S:1:pos:R:3:forces:R:3
C -3.09817 -2.43770 -0.60297 -0.061 0.067 0.249
C -3.87502 -1.67910 0.46700 -0.128 0.040 -0.198
C -4.59293 -0.44210 -0.07398 0.163 -0.028 0.025
C -3.67683 0.68774 -0.55139 -0.197 0.046 0.185
C -2.84536 1.32891 0.56892 0.105 -0.147 -0.064
C -1.39536 0.84048 0.63407 -0.093 0.345 -0.087
C -0.53675 1.43017 -0.48465 0.089 -0.342 0.081
C 0.84200 0.78102 -0.59329 -0.075 0.299 0.162
C 1.73015 1.05648 0.62600 -0.547 -0.026 -0.340
N 3.04918 0.49943 0.45020 0.224 0.040 0.134
C 4.02707 1.20803 -0.18539 0.151 0.062 -0.047
C 5.23239 0.68266 -0.46675 0.039 0.106 -0.079
C 5.56307 -0.69241 -0.12508 0.126 0.172 -0.117
N 6.66923 -1.29653 -0.34598 0.406 -0.386 -0.018
C 4.48261 -1.39667 0.53302 -0.258 -0.029 0.083
C 3.30362 -0.80331 0.78256 0.122 -0.230 0.068
H -2.65159 -3.33555 -0.18102 0.080 -0.090 -0.047
H -3.76063 -2.73404 -1.41348 -0.032 -0.048 -0.124
H -2.30111 -1.82813 -1.02140 0.123 0.027 -0.103
H -4.62618 -2.34957 0.89209 0.051 0.016 0.094
H -3.20416 -1.39048 1.27772 0.000 -0.029 0.122
H -5.24877 -0.04962 0.70753 -0.073 0.038 -0.036
H -5.22806 -0.74771 -0.90954 -0.095 -0.018 0.019
H -3.02021 0.31368 -1.33680 0.042 0.037 -0.145
H -4.31223 1.45177 -1.00473 0.053 -0.027 -0.098
H -3.33121 1.13064 1.52642 -0.061 0.070 0.054
H -2.82930 2.41315 0.43692 -0.015 0.043 0.079
H -0.97666 1.12944 1.60052 0.048 -0.098 0.057
H -1.36876 -0.24765 0.57096 0.041 -0.139 0.055
H -0.42130 2.50482 -0.32432 -0.049 0.091 -0.044
H -1.05044 1.29730 -1.43858 -0.032 0.083 -0.040
H 0.73191 -0.29923 -0.71508 0.040 -0.046 -0.047
H 1.35023 1.16272 -1.48246 0.064 -0.069 -0.003
H 1.28481 0.61781 1.52186 0.084 0.107 0.002
H 1.81882 2.13603 0.77870 0.007 -0.079 0.080
H 3.77138 2.22835 -0.43733 -0.017 0.029 -0.007
H 5.98047 1.28729 -0.95871 -0.008 0.092 -0.023
H 7.36422 -0.71597 -0.81227 -0.211 0.160 0.028
H 4.65769 -2.42029 0.81805 -0.046 -0.121 0.064
H 2.49214 -1.32187 1.27266 -0.059 -0.018 0.025
```
Forces are in eV/Å.

The energy relative to the best compared isomer or geometry (same formula, charge and spin) is 2.88 kcal/mol. The calculation puts the orbital gap at 8.31 eV. The SMILES is CCCCCCCCCn1ccc(=N)cc1. For the HOMO energy, the calculation gives -7.55 eV. The calculation puts the total energy at -17887.328 eV.

Results of the Mulliken charge analysis, in e, for atoms 1 through 2: C -1.16; C -0.29

---

No. 5
The following is a DFT calculation (ωB97M-V/def2-TZVPD) of a structure of composition C14H24N2O4Ru.

```
45
Properties=species:S:1:pos:R:3:forces:R:3
Ru 0.06407 -0.24209 0.16187 -0.146 -0.016 -0.104
C 1.62633 -0.30329 -2.41397 0.094 0.009 0.127
O 1.50403 0.27326 -1.01320 -0.126 -0.047 0.080
C 1.97999 1.71504 -0.89003 -0.007 -0.097 0.011
C 0.75209 2.55534 -0.69330 0.039 -0.041 0.048
O -0.04188 1.86343 0.32416 -0.101 0.122 0.032
C 0.09382 2.35104 1.69491 0.035 -0.086 -0.003
C -0.56961 1.29022 2.52229 -0.016 -0.124 -0.041
O 0.00412 -0.04830 2.05877 0.278 0.167 -0.129
C 0.99460 -0.70104 3.01193 -0.191 -0.071 0.000
H 2.69264 -0.30808 -2.63227 -0.007 0.002 -0.028
H 1.05762 0.34832 -3.07335 0.024 -0.001 -0.023
H 1.22622 -1.31197 -2.37877 -0.016 0.009 -0.017
H 2.55085 1.93111 -1.79241 -0.044 0.068 -0.008
H 2.64121 1.70203 -0.02482 0.042 -0.001 -0.036
H 0.11778 2.64231 -1.57369 0.031 -0.018 -0.024
H 1.02296 3.55297 -0.34196 -0.055 0.025 -0.039
H -0.44413 3.29760 1.78323 0.034 0.012 0.057
H 1.14755 2.48756 1.94913 0.002 0.020 -0.029
H -1.63658 1.20768 2.32271 -0.008 -0.017 0.056
H -0.37519 1.35486 3.59176 0.010 0.084 -0.005
H 0.46314 -0.80060 3.95694 0.004 -0.017 -0.004
H 1.85720 -0.04306 3.08823 0.002 -0.002 0.007
H 1.23022 -1.67159 2.58583 0.033 0.006 0.015
C -3.33755 -0.28276 -2.32200 0.006 -0.011 -0.008
C -2.55284 -0.77865 -1.16386 0.041 0.060 -0.107
O -1.52567 0.00022 -0.79731 0.113 -0.152 0.201
N -2.85369 -1.86021 -0.52393 -0.074 -0.031 -0.001
C -2.16572 -2.41384 0.65115 -0.032 0.085 -0.048
C -0.86032 -3.08720 0.30054 -0.008 0.097 0.002
C -0.74790 -4.45703 0.23359 0.123 -0.101 0.006
C 0.49016 -5.03548 -0.05529 -0.051 -0.011 0.013
C 1.59223 -4.21248 -0.25866 -0.007 -0.069 0.015
C 1.42155 -2.84821 -0.18979 -0.056 0.050 0.050
N 0.21593 -2.28636 0.07261 -0.004 0.169 -0.103
H -2.95111 0.66790 -2.67855 -0.002 0.000 -0.001
H -4.38459 -0.15558 -2.02693 0.002 -0.002 0.014
H -3.30864 -1.02055 -3.13064 0.004 0.000 0.001
H -3.68330 -2.35479 -0.85363 0.012 -0.011 -0.010
H -2.84684 -3.12616 1.11295 0.022 -0.011 0.022
H -2.03351 -1.60287 1.37596 0.019 -0.037 0.025
H -1.61183 -5.08244 0.42361 -0.008 0.003 0.002
H 0.58948 -6.11414 -0.10511 0.004 0.001 -0.003
H 2.57463 -4.61898 -0.46389 -0.003 -0.014 -0.005
H 2.26256 -2.17855 -0.32970 -0.007 -0.003 -0.007
```
Forces are in eV/Å.

The energy relative to the best compared isomer or geometry (same formula, charge and spin) is 2.56 kcal/mol. Its charge is +4. The calculation puts the orbital gap at 6.17 eV. For the HOMO energy, the calculation gives -23.39 eV. The calculation puts the total energy at -28611.509 eV.

Results of the Mulliken charge analysis, in e, for atoms 1 through 2: Ru 1.25; C -0.82